Entry 1:
Computed, not measured: one molecule with the formula C3H7N3O, with wB97M-V/def2-TZVPD.

Geometry as XYZ:
```
14
Properties=species:S:1:pos:R:3:forces:R:3:mulliken_charge:R:1
C -0.43365 -1.53252 -1.34938 0.32 -0.17 0.37 -0.870
C -0.17834 -0.47449 -0.62224 -0.79 -1.28 2.83 -0.283
N 0.82198 -0.08686 0.80413 -0.58 -1.40 -1.53 -0.440
N 0.29365 -0.52817 2.02893 -0.49 0.19 0.68 -0.544
C -0.00539 0.78209 0.02508 -0.47 -0.63 -2.31 1.391
N 0.68815 1.41511 -1.07407 0.55 3.07 1.07 -0.554
O -1.07308 1.48932 0.62242 1.41 -0.43 -0.42 -0.513
H -0.40238 -2.51637 -0.89087 0.83 -0.13 -0.29 0.233
H -0.64671 -1.46968 -2.40807 -0.89 0.14 0.11 0.254
H -0.72247 -0.61658 2.02493 0.07 0.02 -0.13 0.237
H 0.67112 -1.44874 2.24621 0.09 0.37 -0.25 0.266
H 1.54034 1.03907 -1.47585 -0.56 0.33 0.39 0.219
H 0.17283 2.21124 -1.42866 0.69 -0.20 -0.29 0.227
H -0.72606 1.73658 1.49745 -0.20 0.12 -0.24 0.378
```
Forces are in eV/Å.

Summary:
2S+1: 1
SMILES: C=C1N(N)[C@]1(N)O
Kohn-Sham gap (eV): 8.137
Calculated total energy (hartree): -357.8168

Entry 2:
Computed, not measured: one molecule with the formula C3H7N3O, with wB97M-V/def2-TZVPD.

Geometry as XYZ:
```
14
Properties=species:S:1:pos:R:3:forces:R:3:mulliken_charge:R:1
C -0.43794 -0.04198 2.46586 1.16 -0.12 -4.03 -0.796
N -0.62414 0.61932 1.08268 -4.04 -2.36 0.28 -0.376
N 0.27526 0.36782 0.13888 2.40 -1.36 1.58 0.465
N 0.29611 1.25438 -0.81369 0.24 2.32 -1.20 -0.628
C 0.44029 0.75939 -1.95864 0.10 0.02 -0.42 -0.165
C 0.48408 -0.71528 -1.85500 -0.20 -0.92 -2.33 -0.176
O 0.17858 -1.04443 -0.60352 -1.38 0.70 3.65 -0.399
H 0.52558 0.29533 2.68930 1.06 1.10 1.47 0.333
H -1.27285 0.11476 3.03913 -1.62 1.56 1.60 0.341
H -0.33650 -1.09730 2.53820 0.02 -1.39 -1.04 0.315
H -1.55672 0.34448 0.59190 1.24 0.75 1.70 0.271
H 0.77987 1.28780 -2.84391 -0.53 0.29 0.24 0.368
H -0.29752 -1.21383 -2.48680 1.35 0.23 -0.43 0.247
H 1.54590 -0.93045 -1.98437 0.21 -0.82 -1.08 0.200
```
Forces are in eV/Å.

Summary:
2S+1: 1
SMILES: CNN1N=CCO1
Kohn-Sham gap (eV): 9.563
Calculated total energy (hartree): -357.8392

Entry 3:
Computed, not measured: one molecule with the formula C3H7N3O, with wB97M-V/def2-TZVPD.

Geometry as XYZ:
```
14
Properties=species:S:1:pos:R:3:forces:R:3:mulliken_charge:R:1
C 1.01843 -0.82814 -0.04880 1.68 0.92 -1.62 0.442
C 2.35019 1.08466 -0.14492 0.44 2.82 0.34 -0.718
C -2.60862 -0.08733 -0.07974 -1.28 -2.71 -0.01 -0.637
N -0.48237 -0.96069 0.01172 -1.35 -1.11 2.20 0.222
N 1.17130 0.38901 -0.43010 -0.72 -0.25 0.51 -0.439
N -1.24527 -0.17897 -0.54203 -0.49 -0.89 0.55 -0.151
O 1.69781 -1.80344 0.23706 -0.61 -0.32 0.64 -0.666
H 2.24099 1.51673 0.89619 0.35 -0.56 -0.66 0.237
H 3.29829 0.52339 -0.17872 -0.18 0.36 -0.35 0.293
H 2.28384 2.07830 -0.75885 0.88 -1.91 0.68 0.236
H -2.79413 0.83928 0.36174 0.17 2.00 0.34 0.305
H -3.28022 -0.15765 -0.97857 0.63 -0.08 0.93 0.243
H -2.93747 -0.80112 0.76687 0.73 0.42 -1.48 0.304
H -0.71278 -1.61402 0.88814 -0.24 1.31 -2.08 0.328
```
Forces are in eV/Å.

Summary:
2S+1: 1
Kohn-Sham gap (spin up / spin down) (eV): 6.929 / 6.934
Calculated total energy (hartree): -357.8777

Entry 4:
Computed, not measured: one molecule with the formula C3H7N3O, with wB97M-V/def2-TZVPD.

Geometry as XYZ:
```
14
Properties=species:S:1:pos:R:3:forces:R:3:mulliken_charge:R:1
C -0.70205 1.60618 -1.07939 -0.49 0.18 0.69 -0.846
N 0.13257 0.43583 -1.03860 0.40 -0.12 0.66 -0.483
C 0.19008 0.02427 0.17182 -0.54 -0.02 0.07 0.593
N -0.49926 0.69431 1.18508 0.43 -0.38 0.69 -0.508
C 0.56396 -1.37248 0.55504 0.09 -0.31 0.09 0.382
N 1.16626 -2.10377 -0.40605 -0.09 -0.07 0.04 -0.397
O 0.26800 -1.78013 1.66935 0.23 -0.14 -0.33 -0.653
H -0.22435 2.50478 -0.67564 0.40 0.10 -0.31 0.240
H -1.36028 1.36181 -0.09281 -0.43 1.09 -2.86 0.421
H -1.00793 1.82018 -2.12230 -0.36 -0.21 0.87 0.272
H -0.78213 0.07179 1.92215 0.40 -0.13 0.48 0.226
H -0.13287 1.57928 1.51191 -0.12 -0.10 -0.15 0.226
H 1.16606 -1.74417 -1.34964 0.01 0.01 0.13 0.263
H 1.22193 -3.09787 -0.25092 0.08 0.08 -0.06 0.264
```
Forces are in eV/Å.

Summary:
2S+1: 1
SMILES: C/N=C(\N)C(N)=O
Kohn-Sham gap (eV): 10.651
Calculated total energy (hartree): -358.0000

Entry 5:
Computed, not measured: a 2-piece molecular cluster, C3H7N3O overall, with wB97M-V/def2-TZVPD.

Geometry as XYZ:
```
14
Properties=species:S:1:pos:R:3:forces:R:3:mulliken_charge:R:1
C -1.23853 -0.64176 1.34727 0.64 1.34 0.66 -0.727
C 0.03021 0.04412 -0.80962 0.41 0.07 0.15 0.516
C -0.03031 0.77609 0.35972 -0.66 -1.91 -0.23 -0.228
N 0.99627 0.06657 -1.79974 -0.02 0.03 -0.05 -0.511
N 1.04811 1.40193 0.81688 0.02 0.27 0.25 -0.363
N -0.87370 -0.96145 -0.73389 -0.47 -0.52 -0.73 0.064
O -0.74466 -1.99921 -1.39729 0.30 0.76 0.27 -0.569
H 1.21898 0.97204 -2.18646 -0.05 -0.07 0.00 0.240
H 0.83675 -0.64698 -2.50341 -0.02 0.08 0.05 0.252
H 0.99921 1.96206 1.65192 0.03 -0.02 -0.08 0.216
H 1.97126 1.26615 0.41237 -0.22 -0.07 0.03 0.215
H -0.76242 -0.27858 2.25648 -0.16 -0.03 0.13 0.344
H -2.23084 -0.23111 1.22738 0.02 -0.06 0.00 0.263
H -1.22034 -1.72987 1.35841 0.19 0.13 -0.44 0.287
```
Forces are in eV/Å.

Summary:
2S+1: 1
Kohn-Sham gap (spin up / spin down) (eV): 8.389 / 8.389
Calculated total energy (hartree): -357.8205

Entry 6:
Computed, not measured: one molecule with the formula C3H7N3O, with wB97M-V/def2-TZVPD.

Geometry as XYZ:
```
14
Properties=species:S:1:pos:R:3:forces:R:3:mulliken_charge:R:1
H 2.51901 2.24898 -2.33711 -0.08 0.12 0.05 0.265
N 1.89176 2.26543 -1.53606 0.09 -0.24 -0.12 -0.649
C 1.51043 1.08224 -1.28904 0.02 0.01 0.13 0.043
N 0.65052 0.83186 -0.23659 0.28 -0.07 -0.03 -0.240
C 0.19190 -0.44312 0.06624 -0.30 0.68 0.42 0.633
O 0.50661 -1.42650 -0.55867 -0.05 -0.25 -0.34 -0.604
N -0.67855 -0.45028 1.12899 0.18 -0.07 -0.11 -0.261
C -1.77329 -1.38749 1.14914 -0.14 -0.18 0.11 -0.815
H 1.77587 0.17253 -1.83096 0.02 0.12 0.05 0.324
H 0.31174 1.62277 0.28720 0.06 0.07 -0.11 0.234
H -0.78202 0.35512 1.72296 0.12 0.15 -0.31 0.216
H -1.58532 -2.16194 0.40534 0.04 0.04 0.17 0.330
H -2.70845 -0.87296 0.88787 0.07 -0.25 0.19 0.270
H -1.83022 -1.83665 2.14070 -0.30 -0.14 -0.11 0.255
```
Forces are in eV/Å.

Summary:
2S+1: 1
SMILES: [H]/N=C/NC(=O)NC
Kohn-Sham gap (eV): 10.403
Calculated total energy (hartree): -358.0404

Entry 7:
Computed, not measured: a 2-piece molecular cluster, C3H7N3O overall, with wB97M-V/def2-TZVPD.

Geometry as XYZ:
```
14
Properties=species:S:1:pos:R:3:forces:R:3:mulliken_charge:R:1
C 3.00366 -0.73582 0.07480 1.36 0.54 0.69 0.101
C 0.37192 -1.35414 -0.48501 -0.47 -0.06 0.24 -0.872
C -0.69554 0.93416 0.62464 -0.53 0.00 0.47 -0.801
N 0.84359 2.14726 -0.51471 0.30 0.95 0.25 -0.979
N 1.03002 -0.09539 -0.69457 -0.16 0.50 -0.91 -0.826
N 0.47200 0.96518 -0.25485 -0.10 -0.30 -0.32 1.323
O 3.54462 0.19107 0.46329 -0.40 -0.64 -0.31 -0.201
H 0.29088 -1.61910 0.57337 -0.05 -0.15 0.02 0.338
H -0.62828 -1.36531 -0.92799 -0.02 -0.08 -0.01 0.353
H 0.97966 -2.10598 -0.98115 -0.02 -0.01 0.07 0.355
H -1.52477 0.42306 0.13633 0.12 0.02 0.00 0.305
H -0.44430 0.41636 1.55036 0.04 -0.05 -0.11 0.310
H -0.94971 1.96868 0.83431 -0.02 -0.15 -0.03 0.333
H 1.65950 2.15013 -1.12705 -0.05 -0.56 -0.06 0.260
```
Forces are in eV/Å.

Summary:
2S+1: 1
Kohn-Sham gap (eV): 9.442
Calculated total energy (hartree): -357.9001

Entry 8:
Computed, not measured: one molecule with the formula C3H7N3O, with wB97M-V/def2-TZVPD.

Geometry as XYZ:
```
14
Properties=species:S:1:pos:R:3:forces:R:3:mulliken_charge:R:1
H -3.70454 0.81488 -0.83956 -0.05 -0.06 0.15 0.257
N -3.02861 0.72424 -0.08410 0.05 -0.26 -0.19 -0.647
C -2.16591 -0.15188 -0.38845 -0.06 0.08 -0.02 -0.009
N -1.11532 -0.42380 0.48941 0.00 0.13 0.00 -0.306
C 0.14954 -0.57988 -0.09477 0.09 0.07 -0.21 0.635
O 0.28856 -0.99919 -1.22975 -0.03 0.14 0.42 -0.612
N 1.18851 -0.18329 0.70554 -0.13 -0.03 0.07 -0.248
C 2.43776 0.21193 0.08888 0.23 0.00 -0.13 -0.813
H -2.10736 -0.73729 -1.30651 -0.05 0.13 0.06 0.364
H -1.16866 0.14753 1.32393 0.03 -0.03 -0.06 0.293
H 0.97313 0.23829 1.59542 -0.08 -0.06 -0.13 0.222
H 2.38992 -0.10406 -0.95101 0.12 0.02 0.04 0.347
H 3.30080 -0.25631 0.56431 -0.09 -0.04 0.01 0.243
H 2.56216 1.29882 0.12667 0.00 -0.10 -0.03 0.275
```
Forces are in eV/Å.

Summary:
2S+1: 1
SMILES: [H]/N=C/NC(=O)NC
Kohn-Sham gap (eV): 10.586
Calculated total energy (hartree): -358.0384

F_max readings, ordered: 3.30; 4.69; 2.99; 3.09; 2.03; 0.86; 1.62; 0.44 eV/A